A.
The following is a quantum chemistry calculation of 2 unconnected molecules or ions with the total composition H12Si5, from the Open Molecules 2025 dataset.

Values from the calculation:
Frontier orbital gap (eV): 6.56
LUMO level (hartree): -0.0491

ORCA input file:
```
! wB97M-V def2-TZVPD RIJCOSX def2/J DEFGRID3
* xyz 0 1
Si 2.702 1.911 -0.572
Si -1.726 -2.222 -1.019
Si -1.951 0.581 1.896
Si 2.149 -0.285 -0.252
Si -1.359 -0.093 -0.223
H 2.727 2.631 0.706
H 4.000 2.207 -1.202
H 1.693 2.552 -1.419
H -1.661 -3.177 0.092
H -3.003 -2.506 -1.694
H -0.692 -2.600 -1.984
H -1.196 -0.188 2.887
H -1.638 1.994 2.114
H -3.362 0.434 2.279
H 2.712 -0.924 0.942
H 2.452 -1.219 -1.344
H -1.846 0.903 -1.208
*
```



B.
The following is a quantum chemistry calculation of 2 unconnected molecules or ions with the total composition H12Si5, from the Open Molecules 2025 dataset.

Values from the calculation:
Frontier orbital gap (eV): 6.83
LUMO level (hartree): -0.0448

ORCA input file:
```
! wB97M-V def2-TZVPD RIJCOSX def2/J DEFGRID3
* xyz 0 1
Si 3.465 1.708 -0.158
Si 1.535 0.546 0.341
Si 1.339 -1.652 0.044
Si -0.502 -3.028 0.073
H 3.234 3.137 -0.408
H 4.561 1.643 0.814
H 4.004 1.153 -1.403
H 1.018 1.009 1.651
H 2.035 -1.944 -1.240
H -1.554 -2.678 -0.889
H -0.142 -4.424 -0.199
H -1.121 -2.992 1.401
Si -3.573 1.501 -0.005
H -3.645 2.380 1.159
H -3.759 2.286 -1.222
H -4.632 0.502 0.086
H -2.262 0.852 -0.044
*
```



What should be chosen as the most stable of them? Choose B.



A.
The following is a quantum chemistry calculation of 2 unconnected molecules or ions with the total composition C5H8Cl2, from the Open Molecules 2025 dataset.

Values from the calculation:
Frontier orbital gap (alpha / beta) (eV): 8.16 / 8.56
LUMO level (alpha / beta) (hartree): 0.0099 / 0.0050

ORCA input file:
```
! wB97M-V def2-TZVPD RIJCOSX def2/J DEFGRID3
* xyz 0 1
C -1.143 1.931 0.838
C -0.315 1.096 1.362
C 0.633 -0.290 -1.376
C 0.479 -1.931 0.527
C 1.055 -0.670 -0.058
Cl -1.295 -1.979 0.495
Cl 2.516 -0.120 0.580
H -1.549 2.841 1.305
H -1.431 2.014 -0.165
H 0.102 0.848 2.318
H 1.088 -0.986 -2.155
H 0.894 0.767 -1.625
H -0.399 -0.401 -1.544
H 0.622 -2.866 0.032
H 0.630 -1.820 1.646
*
```



B.
The following is a quantum chemistry calculation of 2 unconnected molecules or ions with the total composition C5H8Cl2, from the Open Molecules 2025 dataset.

Values from the calculation:
Frontier orbital gap (alpha / beta) (eV): 8.93 / 7.90
LUMO level (alpha / beta) (hartree): 0.0079 / -0.0088

ORCA input file:
```
! wB97M-V def2-TZVPD RIJCOSX def2/J DEFGRID3
* xyz 0 1
C -0.894 -0.511 -1.954
C -0.528 -0.284 -0.693
C -2.130 -1.037 -2.418
C 2.309 -1.246 -0.228
C 1.993 0.150 0.029
Cl -1.278 -0.691 0.741
Cl 2.052 0.780 1.594
H -0.171 -0.280 -2.761
H -2.772 -0.939 -1.537
H -2.471 -0.363 -3.264
H -2.270 -2.012 -2.941
H 1.550 -1.981 0.100
H 2.367 -1.390 -1.324
H 3.299 -1.512 0.069
H 2.258 0.746 -0.758
*
```



What should be chosen as the most stable of them? Choose B.



A.
The following is a quantum chemistry calculation of 2 unconnected molecules or ions with the total composition CHFOS2, from the Open Molecules 2025 dataset.

Values from the calculation:
Frontier orbital gap (eV): 9.75
LUMO level (hartree): 0.0008

ORCA input file:
```
! wB97M-V def2-TZVPD RIJCOSX def2/J DEFGRID3
* xyz 0 1
O 2.459 1.533 -0.108
C 2.663 0.405 -0.006
S 3.131 -1.122 0.013
F 0.431 0.166 0.516
S -0.014 1.671 -0.004
H -1.364 1.307 -0.319
*
```



B.
The following is a quantum chemistry calculation of 2 unconnected molecules or ions with the total composition CHFOS2, from the Open Molecules 2025 dataset.

Values from the calculation:
Frontier orbital gap (eV): 9.79
LUMO level (hartree): 0.0068

ORCA input file:
```
! wB97M-V def2-TZVPD RIJCOSX def2/J DEFGRID3
* xyz 0 1
O 1.274 2.666 -0.404
C 0.355 2.755 -1.070
S -0.845 3.092 -2.002
F 0.281 0.260 -0.512
S 1.689 -0.110 0.162
H 1.539 0.014 1.473
*
```



C.
The following is a quantum chemistry calculation of a single CHFOS2 molecule, from the Open Molecules 2025 dataset.

Values from the calculation:
Frontier orbital gap (eV): 9.19
LUMO level (hartree): -0.0100

ORCA input file:
```
! wB97M-V def2-TZVPD RIJCOSX def2/J DEFGRID3
* xyz 0 1
F -2.999 1.591 -0.041
C -2.800 0.250 0.015
S -3.999 -0.771 0.026
O -1.575 -0.133 -0.070
S -0.221 0.912 0.049
H 0.611 0.031 -0.594
*
```



What should be chosen as the most stable of them? Choose B.